CH4NOPS2 | the ωB97M-V functional and the def2-TZVPD basis

Geometry (Å):
C: 1.917 -0.862 0.964
N: -0.617 1.641 -1.012
O: 2.979 -0.436 1.034
P: -0.557 0.101 -0.159
S: -1.381 0.464 1.626
S: -1.542 -1.164 -1.543
H: 1.196 -1.334 1.662
H: -0.041 1.498 -1.844
H: -0.369 2.193 -0.184
H: -1.586 -2.101 -0.545

## Properties
Charge: 0
Gap between HOMO and LUMO (spin up / spin down) (eV): 6.6 / 7.7
Relative energy (zero: lowest compared OMol25 entry of this formula, charge and spin) (kJ/mol): 262.2
LUMO level (spin up / spin down) (eV): -1.6 / -0.4